Formula: C3H7NS
Source: the Open Molecules 2025 dataset
Level of theory: wB97M-V/def2-TZVPD

Last column: Löwdin charge in e.
Geometry (Å):
C 0.104 -2.358 1.167  -0.44
C -0.506 0.935 -0.735  -0.32
C 0.346 2.154 -0.815  -0.10
H 0.197 -1.593 1.988  0.03
H 1.144 -2.667 0.810  0.05
H -0.597 -3.209 1.520  0.05
H -1.439 0.969 -1.240  0.09
H 1.250 1.955 -0.182  0.09
H 0.626 2.461 -1.829  0.07
H -0.147 3.049 -0.411  0.07
N -0.071 -0.128 -0.163  -0.37
S -0.905 -1.568 -0.110  0.77

Computed properties:
* SMILES: C/C=N/SC
* HOMO energy: -0.3040 Ha
* gap between HOMO and LUMO: 9.358 eV
* ΔE to the lowest compared entry with this formula, charge and spin: 20.1 kcal per mole